(1)
22
Properties=species:S:1:pos:R:3:forces:R:3 method="wB97M-V/def2-TZVPD" de_lowest_kcal_mol=72.5 lumo_energy_ev=0.627 smiles=CCCN(C)C.O homo_lumo_gap_ev=9.8 molar_mass_da=105.181
C 1.9525 -0.6046 1.2475 0.093 -0.549 3.578
C 1.6509 -1.7668 2.2359 -2.115 1.759 -3.032
C 0.7255 0.1545 1.0894 -1.590 -0.125 -1.787
N -0.0670 -0.5235 -0.0453 -0.813 3.339 -1.363
C 0.0779 0.4221 -1.2961 -3.540 -2.559 0.494
C -1.5015 -0.4206 0.2788 0.874 -2.897 3.188
H 2.6654 -0.0223 1.7248 1.195 1.833 1.872
H 2.5884 -0.7616 0.4804 0.904 -1.507 -3.672
H 0.7948 -2.2214 1.6811 0.482 -0.478 1.061
H 1.3006 -1.2100 3.0922 0.091 -0.724 0.749
H 2.4600 -2.4057 2.3290 1.344 -1.347 0.690
H 0.2186 0.1362 2.0819 -0.254 0.050 -0.971
H 0.8728 1.1866 0.8014 0.105 0.463 0.100
H -0.3187 -0.0247 -2.2773 0.151 0.204 1.704
H -0.4104 1.3834 -1.1498 -0.159 0.121 0.249
H 1.0445 0.5642 -1.4837 4.150 0.685 -0.551
H -2.0980 -0.9673 -0.4831 0.161 0.727 0.545
H -1.8580 0.5901 0.5879 0.081 -0.523 -0.595
H -1.4542 -1.0965 1.2970 -1.165 1.535 -2.267
H -3.3923 2.3811 -3.5200 0.114 1.219 -0.708
H -2.3142 2.2750 -4.4618 1.289 -0.574 -0.911
O -2.9375 2.9320 -4.2103 -1.398 -0.651 1.628

(2)
6
Properties=species:S:1:pos:R:3:forces:R:3 method="wB97M-V/def2-TZVPD" de_lowest_kcal_mol=145.9 lumo_energy_ev=-1.275 homo_lumo_gap_ev=8.3 molar_mass_da=104.086
C -1.1972 0.3509 0.9648 1.636 0.609 -0.090
C 1.0671 0.1678 0.1277 2.344 -0.531 -2.159
O -0.7118 -0.0696 -0.0229 -1.201 -0.885 -0.677
O -1.4376 0.8748 1.9470 -1.014 -0.107 0.463
O 1.2981 -1.2848 -2.3032 0.120 0.638 0.535
S 1.9111 -0.4422 -1.2450 -1.885 0.276 1.929

(3)
115
Properties=species:S:1:pos:R:3:forces:R:3 method="wB97M-V/def2-TZVPD" lumo_energy_ev=-4.835 homo_lumo_gap_ev=7.6 total_charge=+2 molar_mass_da=1044.817
Y -0.3825 -0.9024 -0.8544 0.960 0.666 0.161
O -0.0849 1.3358 -1.3089 -0.075 -0.012 -0.067
S 0.0217 1.7638 0.1757 0.148 -0.334 0.003
C 1.2119 3.0527 0.3457 -0.157 0.034 0.065
C 0.7941 4.2767 0.8225 -0.082 0.019 -0.010
C 1.6805 5.3063 1.1727 0.048 -0.045 -0.021
C 3.0164 5.0510 1.0663 -0.100 -0.008 -0.016
C 4.1983 5.9144 1.4055 0.014 0.046 0.043
C 5.4323 5.0550 1.0486 0.062 0.029 0.014
C 4.8645 3.7285 0.6275 0.006 -0.066 -0.016
C 5.4833 2.5609 0.2900 -0.067 0.023 -0.003
C 4.6719 1.4824 -0.0969 -0.052 -0.008 0.029
C 3.2859 1.5137 -0.1696 0.206 -0.052 0.016
P 2.5442 -0.0196 -0.8614 -0.483 -0.019 0.034
C 3.6940 -1.3546 -0.4295 0.051 -0.002 -0.042
C 4.4711 -2.0184 -1.3738 0.006 0.018 -0.009
C 5.2512 -3.1043 -0.9958 0.005 -0.005 0.011
C 5.2625 -3.5289 0.3233 0.009 -0.007 -0.004
C 4.4891 -2.8684 1.2704 0.027 -0.027 0.017
C 3.7029 -1.7927 0.8962 -0.003 -0.037 -0.013
C 2.7179 0.1867 -2.6679 0.016 -0.012 -0.025
C 3.7851 0.8594 -3.2600 -0.005 0.012 0.027
C 3.8941 0.9478 -4.6398 -0.006 0.001 -0.001
C 2.9329 0.3698 -5.4560 0.002 0.007 -0.012
C 1.8544 -0.2884 -4.8847 -0.018 0.006 0.015
C 1.7545 -0.3750 -3.5042 -0.100 0.066 -0.127
C 2.6110 2.7208 0.2305 0.022 0.003 -0.066
C 3.4547 3.7853 0.6130 0.026 0.019 -0.032
C -1.5972 2.2816 0.5907 0.029 0.164 -0.046
C -2.1303 3.3543 -0.1017 0.060 0.020 -0.071
C -3.4555 3.7717 0.0462 0.000 -0.066 0.055
C -4.2454 3.0581 0.9096 0.066 0.015 -0.035
C -5.6820 3.2601 1.2969 -0.048 0.043 -0.002
C -6.0200 2.0593 2.2092 -0.048 -0.023 0.021
C -4.7228 1.3147 2.3574 0.028 -0.061 0.027
C -4.4102 0.1995 3.0803 0.023 0.076 -0.041
C -3.1145 -0.3221 2.9387 0.044 -0.083 0.008
C -2.1306 0.2124 2.1225 0.016 0.006 0.284
P -0.6183 -0.7923 1.9297 -0.142 -0.023 -0.261
C 0.5312 -0.4419 3.2776 -0.062 -0.001 0.154
C 0.3131 -0.9876 4.5445 -0.055 0.009 -0.039
C 1.1733 -0.6909 5.5878 0.007 0.010 -0.003
C 2.2527 0.1588 5.3787 0.004 0.013 -0.006
C 2.4730 0.7068 4.1241 0.017 0.010 0.018
C 1.6152 0.4083 3.0758 0.070 -0.032 -0.062
C -1.0731 -2.5524 2.0237 -0.016 -0.001 0.092
C -2.2766 -3.0308 1.5020 -0.018 0.026 -0.076
C -2.4686 -4.3951 1.3252 0.015 -0.007 0.013
C -1.4686 -5.2947 1.6626 -0.016 0.039 -0.010
C -0.2647 -4.8240 2.1702 -0.004 -0.059 -0.009
C -0.0626 -3.4657 2.3394 0.065 0.064 0.075
C -2.4036 1.4484 1.4345 -0.059 -0.039 -0.002
C -3.7239 1.9264 1.5697 -0.054 0.023 0.004
H -0.2618 4.4527 0.9642 0.019 -0.008 0.006
H 1.2941 6.2493 1.5332 0.009 0.015 0.007
H 4.1791 6.1727 2.4655 0.009 0.010 -0.005
H 4.1689 6.8546 0.8545 0.009 -0.005 -0.008
H 6.1189 4.9456 1.8881 -0.004 0.002 -0.003
H 6.0049 5.4933 0.2295 0.002 0.007 0.010
H 6.5590 2.4480 0.3018 0.014 0.014 0.012
H 5.1753 0.5621 -0.3656 -0.001 -0.009 0.001
H 4.4772 -1.6897 -2.4057 -0.009 0.001 0.009
H 5.8577 -3.6117 -1.7341 0.003 -0.006 -0.003
H 5.8749 -4.3707 0.6168 0.001 -0.005 -0.001
H 4.5004 -3.1955 2.3019 -0.002 0.002 0.005
H 3.1001 -1.2897 1.6445 -0.024 0.025 0.000
H 4.5388 1.3282 -2.6414 0.003 -0.002 0.006
H 4.7299 1.4761 -5.0779 0.009 0.001 -0.006
H 3.0165 0.4478 -6.5316 -0.009 -0.004 -0.002
H 1.0796 -0.7138 -5.5102 0.005 0.000 -0.007
H 0.8720 -0.8896 -3.1201 0.188 -0.036 0.063
H -1.4923 3.8841 -0.7993 -0.003 -0.008 -0.004
H -3.8241 4.6240 -0.5077 -0.008 0.007 -0.005
H -6.3205 3.2999 0.4140 -0.007 0.000 0.005
H -5.7991 4.2129 1.8164 -0.007 -0.008 0.002
H -6.7679 1.4087 1.7513 -0.003 0.013 0.000
H -6.4128 2.3685 3.1779 -0.010 0.001 -0.009
H -5.1268 -0.2986 3.7190 -0.010 0.007 0.009
H -2.8867 -1.2324 3.4807 0.003 -0.016 -0.019
H -0.5236 -1.6548 4.7139 -0.004 -0.004 -0.002
H 1.0018 -1.1217 6.5648 0.000 0.000 0.005
H 2.9222 0.3908 6.1959 0.005 -0.001 0.004
H 3.3165 1.3634 3.9546 0.007 0.003 0.006
H 1.8131 0.8288 2.0977 -0.045 -0.004 0.009
H -3.0713 -2.3546 1.2163 0.009 0.048 0.031
H -3.4131 -4.7468 0.9306 -0.001 -0.024 0.005
H -1.6244 -6.3573 1.5351 -0.006 -0.006 -0.006
H 0.5218 -5.5185 2.4336 0.003 0.000 0.003
H 0.8896 -3.1157 2.7219 -0.018 0.010 0.009
O -3.4171 0.4383 -1.6648 -0.028 0.050 0.025
B -2.8413 -0.8038 -1.3574 -0.543 0.117 -0.022
O -3.8837 -1.7193 -1.0986 0.033 -0.129 -0.027
C -5.0669 -1.0173 -1.1996 -0.055 0.126 -0.025
C -6.3567 -1.4537 -0.9863 0.092 -0.013 -0.010
C -7.3646 -0.5070 -1.1446 -0.054 0.019 -0.004
C -7.0778 0.8072 -1.5055 -0.035 0.017 0.003
C -5.7696 1.2352 -1.7159 0.050 -0.024 -0.001
C -4.7790 0.2915 -1.5472 -0.069 -0.084 0.024
H -6.5739 -2.4772 -0.7141 0.003 -0.008 0.003
H -8.3943 -0.8017 -0.9954 -0.001 0.000 0.003
H -7.8919 1.5077 -1.6369 -0.002 0.000 0.000
H -5.5377 2.2498 -2.0105 0.009 0.003 -0.004
C 1.6078 -3.9976 -4.2785 0.015 -0.001 0.006
N 0.1860 -3.8302 -4.0006 -0.052 0.091 0.085
C -0.8280 -3.9778 -4.9272 -0.080 -0.004 -0.066
C -1.9971 -3.7732 -4.2854 -0.020 0.011 -0.018
N -1.6797 -3.5072 -2.9715 0.121 -0.150 0.021
C -0.3438 -3.5480 -2.7983 -0.021 -0.054 0.056
S 0.5273 -3.3318 -1.3258 0.099 -0.460 -0.164
H 1.8187 -3.5970 -5.2665 0.014 -0.021 -0.004
H 1.8710 -5.0529 -4.2372 0.021 0.010 0.001
H 2.1748 -3.4471 -3.5321 0.013 -0.017 -0.004
H -0.6228 -4.2158 -5.9554 -0.013 -0.003 -0.012
H -3.0119 -3.7873 -4.6384 0.000 -0.014 -0.021
H -2.3381 -3.3551 -2.2172 -0.005 0.089 -0.031